# 1
Below is a molecular structure, C42H64BHgN8OS2SiTe, with properties calculated with the ωB97M-V functional and the def2-TZVPD basis.

Values from the calculation:
Kohn-Sham gap (alpha / beta) (eV): 3.9 / 5.8
Multiplicity: 2
Charge: -2
Energy relative to the best compared isomer or geometry (same formula, charge and spin) (kJ/mol): 0.0
Largest force on an atom (eV/Å): 0.49
HOMO level (alpha / beta) (eV): 0.09 / -1.73

Last column: Löwdin spin population.
Positions of all 121 atoms, in Å:
Hg (0.201244, -0.576157, -0.217681)  0.01
C (5.483373, 1.010557, 1.199478)  0.00
C (5.325523, 1.930176, 2.411715)  0.00
C (5.306090, 1.101070, 3.703440)  0.00
C (4.066835, 2.750762, 2.316526)  0.00
C (3.787259, 4.019826, 2.870658)  0.00
C (2.468953, 4.245387, 2.537485)  0.00
N (2.020377, 3.183168, 1.835683)  0.00
N (3.004938, 2.268645, 1.697663)  0.00
B (0.634017, 2.836154, 1.227881)  0.00
N (0.342414, 3.781662, 0.020086)  0.00
C (0.752820, 5.040304, -0.233925)  0.00
C (0.219580, 5.424217, -1.451365)  0.00
C (-0.512954, 4.295804, -1.872034)  0.00
N (-0.430068, 3.324309, -0.978639)  0.00
C (-1.288477, 4.082728, -3.140657)  0.00
C (-2.767135, 3.810726, -2.846202)  0.00
C (-0.686563, 2.926371, -3.946076)  0.00
N (-0.520998, 2.931025, 2.270734)  0.00
C (-0.805729, 3.914480, 3.145579)  0.00
C (-1.894155, 3.524942, 3.895387)  0.00
C (-2.219652, 2.247359, 3.390349)  0.00
N (-1.386339, 1.900316, 2.422029)  0.00
C (-3.376459, 1.368847, 3.792940)  0.00
C (-4.603236, 1.702609, 2.931043)  0.00
C (-3.040674, -0.117498, 3.682716)  0.00
H (6.368337, 0.377093, 1.308545)  0.00
H (4.600254, 0.378094, 1.094140)  0.00
H (5.577994, 1.589769, 0.278236)  0.00
H (6.173290, 2.622858, 2.453388)  0.00
H (4.434336, 0.440058, 3.697250)  0.01
H (6.210109, 0.490004, 3.792762)  0.00
H (5.236363, 1.746869, 4.582406)  0.00
H (4.443599, 4.662261, 3.438464)  0.00
H (1.843896, 5.097159, 2.752491)  0.00
H (0.701352, 1.705936, 0.834500)  0.00
H (1.401583, 5.569524, 0.444827)  0.00
H (0.352012, 6.364180, -1.965453)  0.00
H (-1.208874, 5.002784, -3.729016)  0.00
H (-2.873700, 2.837458, -2.360656)  0.00
H (-3.178372, 4.565152, -2.171192)  0.00
H (-3.354084, 3.811423, -3.770669)  0.00
H (-0.651136, 2.028470, -3.325034)  0.00
H (-1.283641, 2.715278, -4.840004)  0.00
H (0.335914, 3.155545, -4.256838)  0.00
H (-0.237225, 4.830010, 3.179356)  0.00
H (-2.387366, 4.073547, 4.684008)  0.00
H (-3.615036, 1.611149, 4.834460)  0.00
H (-4.392632, 1.454609, 1.887252)  0.00
H (-5.479224, 1.131661, 3.259407)  0.00
H (-4.844778, 2.768215, 2.983046)  0.00
H (-2.639242, -0.330517, 2.690269)  0.00
H (-2.284368, -0.407728, 4.411979)  0.00
H (-3.938227, -0.725634, 3.840424)  0.00
C (0.838146, -1.051083, 6.676467)  0.03
N (0.210467, -0.581866, 5.454573)  0.12
C (0.598798, -1.222916, 4.263109)  0.44
N (0.603864, -2.634727, 4.239080)  0.09
S (1.415336, -0.303541, 3.056804)  0.19
H (0.487162, -0.446754, 7.514610)  0.00
H (1.940294, -1.011091, 6.654831)  0.00
H (0.540678, -2.085120, 6.863909)  0.00
H (0.271110, 0.422316, 5.348719)  0.00
H (1.335726, -3.045476, 4.827295)  0.03
H (0.812443, -2.893019, 3.278981)  0.00
C (3.283469, 1.869654, -4.760732)  0.00
Si (3.677235, 0.252791, -3.911323)  0.00
C (5.345001, 0.416270, -3.077252)  0.00
C (3.822992, -1.058387, -5.244313)  0.00
C (2.440163, -0.178948, -2.687344)  0.00
C (1.658950, -0.388199, -1.772901)  0.00
H (4.121837, 2.191774, -5.386706)  0.00
H (3.084034, 2.647556, -4.018644)  0.00
H (2.394697, 1.777418, -5.391447)  0.00
H (6.166143, 0.513835, -3.794993)  0.00
H (5.531625, -0.457070, -2.445612)  0.00
H (5.346320, 1.293373, -2.423293)  0.00
H (4.514511, -0.730772, -6.027076)  0.00
H (2.851457, -1.257347, -5.705710)  0.00
H (4.195394, -1.999953, -4.829827)  0.00
C (-2.605818, -5.152176, -1.858883)  0.00
C (-1.343201, -4.643891, -1.218479)  0.00
C (-1.144282, -4.720233, 0.152460)  0.00
C (0.046286, -4.291077, 0.730838)  0.00
C (1.053905, -3.746267, -0.052074)  0.00
C (0.836781, -3.610416, -1.421950)  0.00
C (-0.338471, -4.074369, -1.994006)  0.00
S (2.614115, -3.294560, 0.684556)  0.00
C (3.676948, -4.388726, -0.298071)  0.00
O (1.156175, -1.157345, 1.729235)  0.03
H (-3.240404, -5.658025, -1.129361)  0.00
H (-2.376564, -5.857018, -2.662650)  0.00
H (-3.179673, -4.329152, -2.289606)  0.00
H (-1.928355, -5.125849, 0.783056)  0.00
H (0.195014, -4.381435, 1.799088)  0.00
H (1.592057, -3.142292, -2.040599)  0.00
H (-0.490021, -3.964273, -3.063893)  0.00
H (3.437366, -5.439704, -0.125487)  0.00
H (4.700448, -4.189566, 0.023729)  0.00
H (3.593474, -4.159954, -1.360273)  0.00
C (-6.112397, -4.009869, -3.517465)  0.00
C (-5.153527, -3.104387, -2.787713)  0.00
C (-4.209541, -2.354622, -3.465670)  0.00
C (-3.322937, -1.499579, -2.798750)  0.00
C (-2.328062, -0.732166, -3.638155)  0.00
C (-3.391362, -1.375736, -1.404487)  0.00
Te (-2.363418, 0.211930, -0.380826)  0.01
C (-4.300542, -2.189987, -0.699039)  0.00
C (-4.355763, -2.183433, 0.807103)  0.00
C (-5.168121, -3.024719, -1.398481)  0.00
H (-5.963587, -3.950574, -4.596701)  0.00
H (-7.149739, -3.740276, -3.304347)  0.00
H (-5.979121, -5.052808, -3.216008)  0.00
H (-4.145562, -2.432083, -4.548724)  0.00
H (-1.908897, -1.381268, -4.412296)  0.00
H (-1.512896, -0.336195, -3.037534)  0.00
H (-2.810578, 0.113788, -4.136724)  0.00
H (-4.655792, -1.208310, 1.194757)  0.00
H (-3.369034, -2.384665, 1.230494)  0.00
H (-5.058853, -2.937984, 1.168486)  0.00
H (-5.876024, -3.632464, -0.839917)  0.00

Forces on atoms 1 to 6 (eV/Å):
0.127 0.443 -0.058
-0.046 0.101 -0.004
-0.089 -0.133 0.037
-0.022 0.030 -0.017
0.097 0.108 -0.041
0.063 -0.084 0.026

=====

# 2
Below is 3 unconnected molecules or ions with the total composition C4H11NO3 in a non-equilibrium geometry, with properties calculated with the ωB97M-V functional and the def2-TZVPD basis.

Values from the calculation:
Kohn-Sham gap (eV): 6.1
Charge: 0
Energy relative to the best compared isomer or geometry (same formula, charge and spin) (kJ/mol): 773.0
Largest force on an atom (eV/Å): 5.38
HOMO level (eV): -9.77

Last column: natural (NBO) charge in e.
Positions of all 19 atoms, in Å:
C (-1.559359, -0.877319, 0.221459)  0.05
O (-1.506866, -1.441497, 1.352414)  -0.49
C (0.075947, -0.459315, -0.302059)  -0.05
C (0.342184, -0.378469, -1.788309)  -0.24
C (1.474146, 0.001834, -2.330160)  -0.33
O (2.883408, 0.397265, 0.454084)  -0.97
N (0.462727, 0.599585, 0.469072)  -0.47
H (-2.143574, -1.457617, -0.517430)  0.19
H (-1.922957, 0.165391, 0.123681)  0.16
H (-3.122705, 0.763808, 2.885137)  0.46
H (0.614759, -1.266150, 0.191567)  0.25
H (2.274512, 0.274628, -1.645464)  0.25
H (-0.472261, -0.593570, -2.475957)  0.21
H (1.648683, 0.093111, -3.387426)  0.22
H (0.059307, 1.469074, 0.130461)  0.36
H (3.353291, 1.210060, 0.570518)  0.45
H (1.593080, 0.609182, 0.667906)  0.43
H (-1.889541, 0.064039, 2.410538)  0.48
O (-2.164781, 0.825960, 2.969966)  -0.95

Forces on atoms 1 to 6 (eV/Å):
-4.018 -0.403 1.325
0.432 0.728 -0.860
5.046 0.922 1.634
-2.818 -0.055 -1.161
1.148 0.643 1.292
-2.145 -0.490 0.039